Molecular formula: C27H73CrN13O16
Method: DFT, wB97M-V/def2-TZVPD

```
130
Properties=species:S:1:pos:R:3
Cr 0.683 -0.830 -3.706
O -3.011 -1.925 4.804
O 1.118 1.462 -3.312
O 1.272 -0.862 -1.451
O 3.615 2.325 -2.190
O 1.796 -0.087 2.914
O 5.892 -0.644 -0.262
O -0.150 2.841 1.730
O 0.244 -3.236 -3.652
O -0.246 -5.376 2.051
O -0.821 -0.872 -1.997
O 0.561 -0.641 -5.897
O 3.278 6.684 2.518
O -5.859 1.411 0.094
O 2.759 -0.906 -4.036
O -4.906 -3.148 1.145
O -1.230 -0.189 -4.793
N -1.007 -3.682 -1.863
N -0.993 -5.200 -3.527
N 4.643 -2.118 -4.031
N -4.997 -1.370 -1.050
N 4.016 -0.044 0.781
N 3.279 4.118 -0.802
N -3.440 -0.859 2.854
N 4.021 -1.905 -0.649
N 1.078 5.539 1.157
N 0.970 -2.703 2.071
N -1.694 -2.214 2.852
N 2.799 2.055 -0.060
N 4.773 0.127 -3.684
C -4.009 -2.448 -1.091
C -5.061 2.486 0.545
C -4.547 -0.026 -1.331
C 2.652 7.387 1.464
C -0.311 -0.132 0.218
C -4.872 -4.049 2.239
C -1.249 2.741 2.619
C -1.000 0.801 -7.006
C -0.498 0.033 -5.767
C 4.706 -0.888 -0.066
C -0.367 3.698 0.621
C -1.162 -6.457 1.887
C 1.960 -1.232 3.784
C -0.329 5.160 0.928
C 2.146 -2.461 2.910
C -5.712 0.992 -1.235
C 0.154 -4.757 0.858
C -0.509 -4.017 -3.079
C 1.241 -3.702 1.051
C 1.595 1.056 3.724
C 3.234 2.794 -1.115
C 3.992 -0.931 -3.972
C -2.745 -1.755 3.626
C 0.086 -0.663 -1.143
C 4.684 6.619 2.441
C 1.198 6.988 1.427
C -4.275 -3.553 -0.077
H -4.028 -2.806 -2.120
H 2.908 8.440 1.629
H 3.083 7.140 0.484
H -3.898 -4.124 2.732
H -0.740 -7.218 1.227
H -6.564 0.433 -1.623
H -3.642 0.265 -0.777
H 2.715 2.492 0.839
H -5.334 2.838 1.536
H 4.653 0.612 1.194
H 5.025 5.692 2.908
H -0.456 -1.093 0.723
H 0.499 0.467 0.622
H 1.519 1.968 3.134
H 5.774 0.090 -3.690
H 1.719 1.836 -2.655
H -4.061 2.051 0.674
H 2.988 4.409 0.114
H 2.092 -4.370 1.207
H -1.454 3.706 3.096
H -0.978 5.489 1.746
H 0.569 -5.516 0.181
H -1.979 1.242 -6.834
H 4.192 -2.996 -4.203
H -1.423 -6.810 2.881
H 0.587 0.967 4.155
H 3.435 4.735 -1.579
H -2.144 -6.219 1.459
H 2.276 1.092 4.576
H -5.475 1.753 -1.984
H -3.607 -1.052 1.882
H 2.931 -2.245 2.175
H -5.005 3.281 -0.201
H 0.351 3.430 -0.153
H -2.143 2.437 2.069
H 5.634 -1.998 -4.157
H -1.085 0.004 -7.745
H 5.091 7.346 3.154
H -4.179 0.120 -2.354
H -1.147 -2.985 3.207
H -4.048 -0.262 3.391
H -5.134 -5.063 1.919
H -1.556 -4.356 -1.375
H 2.730 1.047 -0.080
H 1.326 -3.215 0.075
H 0.766 -1.830 1.603
H 4.622 -2.371 -1.313
H -1.293 0.331 0.191
H -1.113 2.090 3.481
H -3.017 -2.054 -0.835
H -5.415 -1.331 -0.125
H 2.439 -3.404 3.370
H -5.090 -4.179 -0.466
H -0.696 5.728 0.070
H -3.437 -4.237 0.082
H 0.799 7.266 2.407
H -1.143 -1.451 2.504
H 3.060 -1.845 -0.955
H 5.120 6.742 1.450
H -0.701 -4.320 0.338
H -5.553 -3.766 3.038
H 3.134 -0.404 1.105
H -0.780 -2.734 -1.592
H -1.339 3.440 0.181
H -0.261 1.517 -7.362
H 4.326 0.959 -3.307
H 2.899 -1.042 4.311
H -0.935 -5.477 -4.492
H -1.722 -5.661 -3.021
H 0.576 2.202 -3.605
H 0.801 7.490 0.543
H 1.403 5.136 2.032
H 1.085 -1.284 4.436
```

Values from the calculation:
Kohn-Sham gap (spin up / spin down)   7.48 / 8.74 eV
⟨S²⟩   6.0063
Spin multiplicity   5
HOMO (spin up / spin down)   -7.2 / -8.4 eV

Mulliken population analysis, charges in e, atoms 1 to 4: Cr 0.75; O -0.69; O -0.27; O 0.34